The following is a quantum chemistry calculation of 6 unconnected molecules or ions with the total composition C33H47ClF6I2N2O22S5, from OMol25.

Element x y z (Å)
1 C -4.560 1.887 2.273
2 C -3.269 2.688 2.558
3 Cl -3.241 4.175 1.573
4 C -1.994 1.791 2.476
5 C -0.849 2.175 1.550
6 C -1.029 1.930 0.164
7 C -2.308 1.339 -0.405
8 C -3.118 2.101 -1.489
9 C -2.839 3.573 -1.730
10 F -3.041 1.363 -2.674
11 C 0.060 2.195 -0.650
12 C 1.282 2.684 -0.162
13 C 1.461 2.931 1.190
14 C 2.836 3.395 1.657
15 C 2.954 4.885 2.023
16 C 2.963 5.764 0.761
17 C 3.260 7.232 1.099
18 N 2.088 7.953 1.608
19 C 0.370 2.674 2.065
20 C 0.642 2.894 3.546
21 I 0.813 0.880 4.399
22 C -0.347 3.771 4.345
23 C 0.260 4.103 5.735
24 I -0.561 5.710 3.410
25 C 2.249 2.802 -1.314
26 O 3.199 3.481 -1.469
27 N 1.687 1.888 -2.292
28 C 2.225 0.589 -2.343
29 F 2.071 -0.094 -1.173
30 F 3.552 0.686 -2.560
31 C 1.601 -0.289 -3.476
32 F 1.287 0.398 -4.558
33 F 0.539 -0.933 -2.986
34 F 2.499 -1.221 -3.846
35 C 0.246 2.040 -2.128
36 O -0.495 2.088 -3.047
37 H -4.341 0.901 1.875
38 H -5.170 1.828 3.172
39 H -5.160 2.426 1.540
40 H -3.353 3.022 3.590
41 H -2.341 0.819 2.129
42 H -1.658 1.629 3.492
43 H -2.045 0.378 -0.859
44 H -2.988 1.086 0.397
45 H -4.168 2.020 -1.196
46 H -3.060 3.762 -2.784
47 H -3.556 4.174 -1.182
48 H -1.813 3.891 -1.569
49 H 3.576 3.129 0.906
50 H 3.095 2.811 2.548
51 H 2.139 5.198 2.672
52 H 3.878 5.031 2.588
53 H 1.983 5.653 0.287
54 H 3.756 5.383 0.120
55 H 4.052 7.239 1.848
56 H 3.587 7.719 0.177
57 H 1.230 7.511 1.307
58 H 2.090 8.012 2.616
59 H 1.619 3.326 3.710
60 H -1.307 3.301 4.518
61 H 0.825 3.271 6.151
62 H 0.979 4.894 5.548
63 H -0.480 4.521 6.414
64 O -0.974 -6.319 -5.256
65 S -0.152 -5.598 -6.159
66 O 0.311 -6.184 -7.368
67 O 1.092 -5.009 -5.349
68 C 1.144 -3.580 -5.491
69 C -0.297 -3.166 -5.693
70 O -0.852 -4.207 -6.515
71 H 1.754 -3.343 -6.365
72 H 1.584 -3.130 -4.610
73 H -0.393 -2.202 -6.183
74 H -0.845 -3.148 -4.748
75 O -3.540 -1.581 4.411
76 S -4.535 -1.804 3.423
77 O -4.316 -1.492 2.060
78 O -5.891 -1.082 3.908
79 C -6.956 -2.033 3.999
80 C -6.268 -3.340 4.324
81 O -5.063 -3.310 3.552
82 H -7.463 -2.076 3.033
83 H -7.664 -1.733 4.767
84 H -6.865 -4.207 4.055
85 H -5.997 -3.397 5.381
86 O 5.118 -9.630 -10.267
87 S 3.969 -10.015 -9.531
88 O 3.899 -11.258 -8.854
89 O 2.689 -9.858 -10.484
90 C 1.734 -8.968 -9.889
91 C 2.565 -8.023 -9.051
92 O 3.596 -8.854 -8.494
93 H 1.054 -9.556 -9.271
94 H 1.168 -8.453 -10.660
95 H 1.989 -7.548 -8.264
96 H 3.040 -7.257 -9.668
97 O 3.171 4.381 5.319
98 S 4.488 4.033 5.719
99 O 5.645 4.621 5.154
100 O 4.606 2.438 5.617
101 C 4.962 1.889 6.893
102 C 4.384 2.859 7.901
103 O 4.590 4.150 7.310
104 H 6.051 1.846 6.956
105 H 4.553 0.888 6.997
106 H 4.875 2.804 8.868
107 H 3.309 2.709 8.028
108 O -2.084 -2.570 -0.604
109 S -2.612 -3.693 0.084
110 O -3.575 -3.545 1.112
111 O -1.384 -4.574 0.621
112 C -1.468 -5.908 0.105
113 C -2.175 -5.759 -1.225
114 O -3.165 -4.749 -0.990
115 H -2.052 -6.510 0.804
116 H -0.473 -6.334 0.003
117 H -2.646 -6.680 -1.556
118 H -1.496 -5.400 -2.001

Calculated values
- F_max (eV/Å) = 2.05
- molecular weight (g mol⁻¹) = 1387.32
- orbital gap (eV) = 8.20